Record 1
A molecular structure, C26H42KO14PbPdS5 in a non-equilibrium geometry, computed with ωB97M-V/def2-TZVPD.

* molecular weight: 1091.66 g mol⁻¹
* gap between HOMO and LUMO (alpha / beta): 4.0 / 4.0 eV
* lowest unoccupied orbital energy (alpha / beta): -11.357 / -11.360 eV
* highest occupied orbital energy (alpha / beta): -15.4 / -15.4 eV
* 2S+1: 3
* largest force on an atom: 4.9 eV/A
* net charge: +3

Each line ends with the Löwdin spin population.
CARTESIAN COORDINATES (ANGSTROEM)
Pb1 -1.692 -2.643 4.724  -0.0053
Pd1 3.003 -3.065 3.544  0.9391
K1 0.024 -1.531 -4.379  -0.0005
S1 -6.032 0.056 -3.836  0.0000
S2 -4.506 -0.755 3.151  -0.0001
S3 4.257 4.503 3.883  0.0000
S4 3.304 -4.261 0.167  0.0056
S5 1.873 2.224 -4.881  0.0000
O1 -6.012 -0.230 -5.281  0.0000
O2 2.416 -1.127 2.364  0.1771
O3 2.237 -4.642 -0.725  0.0060
O4 1.519 0.820 -5.050  0.0002
O5 5.697 4.508 3.866  0.0001
O6 3.535 5.626 4.431  0.0002
O7 -3.345 -0.921 4.077  -0.0004
O8 -1.149 -0.932 -1.743  0.0225
O9 -6.381 1.379 -3.339  0.0000
O10 -4.949 -1.723 2.176  0.0000
O11 1.613 -0.901 -2.138  0.1707
O12 -0.444 -1.263 2.832  -0.0075
O13 2.601 2.785 -6.006  0.0000
O14 3.037 -3.872 1.529  0.0317
C1 -4.170 0.835 2.203  0.0001
C2 -5.868 -0.008 4.031  0.0000
C3 4.571 -3.236 -0.694  0.0017
C4 -4.368 -1.708 -2.607  0.0000
C5 2.207 3.772 -2.751  0.0001
C6 -5.754 -1.868 -1.966  0.0000
C7 0.388 3.114 -4.318  0.0000
C8 3.669 2.893 4.579  0.0003
C9 -5.549 1.454 2.040  0.0000
C10 5.807 -4.115 -1.008  0.0006
C11 4.465 -5.686 0.318  0.0012
C12 2.766 2.436 -3.274  0.0003
C13 -6.112 1.371 3.461  0.0000
C14 0.071 -1.094 1.678  -0.0072
C15 1.182 -0.927 -0.990  0.0380
C16 3.830 2.547 2.104  0.0006
C17 -6.820 -1.321 -2.897  0.0000
C18 -0.756 -0.984 0.581  0.1094
C19 3.599 4.044 2.268  0.0002
C20 5.851 -5.093 0.129  0.0004
C21 -4.322 -0.285 -3.279  0.0000
C22 3.396 1.890 3.422  0.0006
C23 2.065 -0.891 0.153  0.4314
C24 1.548 -1.060 1.451  0.0530
C25 0.661 3.667 -2.856  0.0000
C26 -0.392 -0.848 -0.807  0.0088
H1 -4.345 -2.374 -3.476  0.0000
H2 4.146 -6.361 -0.485  0.0000
H3 3.118 -0.760 -0.052  0.0146
H4 -5.894 -2.904 -1.652  0.0000
H5 -6.757 -0.635 4.081  0.0000
H6 -5.811 -1.382 -0.986  0.0000
H7 -7.193 1.535 3.447  0.0000
H8 -7.160 -2.090 -3.595  0.0000
H9 -0.397 2.361 -4.325  0.0000
H10 2.312 1.792 3.315  0.0001
H11 0.077 3.942 -4.951  0.0000
H12 5.748 -4.495 -2.028  0.0000
H13 6.601 -5.882 0.058  0.0001
H14 0.173 2.905 -2.255  0.0000
H15 3.851 2.377 -3.237  0.0000
H16 3.329 2.161 1.218  0.0006
H17 4.033 4.545 1.404  0.0000
H18 4.918 2.514 1.999  0.0000
H19 -3.442 -1.920 -2.078  0.0000
H20 0.297 4.690 -2.866  0.0000
H21 3.796 0.912 3.680  0.0002
H22 -5.477 2.456 1.630  0.0000
H23 -5.849 2.153 4.174  0.0000
H24 2.521 4.220 2.310  0.0000
H25 -3.474 1.444 2.782  0.0000
H26 4.079 -2.746 -1.534  0.0003
H27 -3.636 0.472 1.324  0.0001
H28 -6.062 0.697 1.443  0.0000
H29 -5.447 0.057 5.037  0.0000
H30 -1.837 -1.064 0.627  0.0047
H31 -7.777 -1.081 -2.434  0.0000
H32 4.931 -2.429 -0.052  0.0001
H33 2.332 1.663 -2.635  0.0002
H34 4.406 2.518 5.286  0.0000
H35 6.241 -4.529 0.983  0.0000
H36 2.492 3.913 -1.707  0.0000
H37 2.632 4.622 -3.284  0.0000
H38 -3.646 -0.046 -4.099  0.0000
H39 -4.019 0.464 -2.543  0.0000
H40 4.236 -6.423 1.090  0.0000
H41 6.628 -3.400 -1.049  0.0000
H42 2.754 3.171 5.099  0.0000

Record 2
C5H7N in the gas phase in a non-equilibrium geometry, computed with ωB97M-V/def2-TZVPD.

* molecular weight: 81.12 g mol⁻¹
* gap between HOMO and LUMO: 10.4 eV
* lowest unoccupied orbital energy: 1.154 eV
* highest occupied orbital energy: -9.2 eV
* largest force on an atom: 1.3 eV/A
* relative energy (zero: lowest compared OMol25 entry of this formula, charge and spin): 425.73 kJ/mol
* net charge: 0

Each line ends with the Löwdin charge.
CARTESIAN COORDINATES (ANGSTROEM)
N1 0.878 -0.151 0.515  -0.0929
C1 0.013 0.998 0.592  -0.1929
C2 1.172 0.996 -0.321  -0.1397
C3 -1.078 -1.258 -0.348  -0.1086
C4 -1.985 -0.471 -0.187  0.0778
C5 0.355 -1.422 -0.064  -0.1953
H1 0.952 -1.707 -0.936  0.1133
H2 -2.751 0.235 0.025  0.0542
H3 -0.873 0.985 -0.054  0.0507
H4 -0.114 1.493 1.554  0.1135
H5 2.065 1.570 -0.100  0.0959
H6 0.883 0.928 -1.376  0.1137
H7 0.484 -2.197 0.699  0.1103

Record 3
CH2FNOS in the gas phase in a non-equilibrium geometry, computed with ωB97M-V/def2-TZVPD.

* molecular weight: 95.10 g mol⁻¹
* gap between HOMO and LUMO: 10.2 eV
* lowest unoccupied orbital energy: 0.065 eV
* highest occupied orbital energy: -10.1 eV
* largest force on an atom: 3.6 eV/A
* relative energy (zero: lowest compared OMol25 entry of this formula, charge and spin): 9.31 kJ/mol
* net charge: 0

Each line ends with the Löwdin charge.
CARTESIAN COORDINATES (ANGSTROEM)
S1 -0.948 -0.844 1.389  0.7701
F1 1.478 0.663 -1.309  0.0449
O1 -0.648 0.138 -1.490  0.1251
N1 0.529 -0.222 0.482  -0.2172
C1 0.297 0.138 -0.785  -0.6634
H1 1.225 0.302 0.941  0.0824
H2 -1.934 -0.174 0.772  -0.1419

Record 4
2 unconnected molecules or ions with the total composition C4H12 in a non-equilibrium geometry, computed with ωB97M-V/def2-TZVPD.

* molecular weight: 60.14 g mol⁻¹
* gap between HOMO and LUMO (alpha / beta): 10.9 / 3.0 eV
* lowest unoccupied orbital energy (alpha / beta): -3.646 / -11.533 eV
* highest occupied orbital energy (alpha / beta): -14.6 / -14.5 eV
* 2S+1: 2
* largest force on an atom: 1.7 eV/A
* relative energy (zero: lowest compared OMol25 entry of this formula, charge and spin): 63.18 kJ/mol
* net charge: +1

Each line ends with the Löwdin spin population.
CARTESIAN COORDINATES (ANGSTROEM)
C1 -0.887 0.503 -2.106  0.0006
C2 1.644 0.695 2.286  0.2904
C3 -1.419 -0.911 -2.304  0.0003
C4 0.538 -0.191 2.025  0.2768
H1 2.599 0.651 1.671  0.1212
H2 1.299 1.725 2.436  0.0287
H3 -0.114 0.084 1.221  0.0121
H4 -0.770 1.074 -3.026  0.0000
H5 -0.730 -1.440 -2.967  0.0001
H6 -1.409 -1.450 -1.370  0.0000
H7 -2.392 -0.912 -2.783  0.0001
H8 2.224 0.319 3.179  0.0684
H9 0.031 -0.564 2.973  0.1151
H10 -1.566 1.090 -1.477  0.0001
H11 0.066 0.572 -1.568  0.0003
H12 0.886 -1.245 1.811  0.0857

Record 5
13 unconnected molecules or ions with the total composition C20H66O20 in a non-equilibrium geometry, computed with ωB97M-V/def2-TZVPD.

* molecular weight: 626.73 g mol⁻¹
* gap between HOMO and LUMO: 8.5 eV
* lowest unoccupied orbital energy: 0.109 eV
* highest occupied orbital energy: -8.3 eV
* largest force on an atom: 2.3 eV/A
* relative energy (zero: lowest compared OMol25 entry of this formula, charge and spin): 375.11 kJ/mol
* net charge: 0

Each line ends with the Löwdin charge.
CARTESIAN COORDINATES (ANGSTROEM)
O1 -3.836 -3.545 -2.067  -0.0612
O2 4.226 2.217 -3.404  -0.0807
O3 -1.637 -1.394 -2.770  -0.0692
O4 -0.662 -1.356 -0.004  -0.0878
O5 -4.625 -0.859 -1.292  -0.0738
O6 -2.067 -3.390 -4.849  -0.0572
O7 -1.160 -4.187 4.681  -0.0801
O8 -1.409 -2.486 2.336  -0.0727
O9 -4.041 1.202 -3.071  -0.0513
O10 2.656 -4.618 2.217  -0.1256
O11 -1.991 3.557 4.138  -0.1032
O12 4.285 -2.711 -1.061  -0.1229
O13 3.125 4.188 -0.876  -0.0620
O14 0.639 4.909 2.770  -0.1154
O15 -3.408 0.888 0.267  -0.1181
O16 4.653 1.866 -0.368  -0.0483
O17 -1.962 0.415 -5.020  -0.0565
O18 -0.930 1.642 -0.169  -0.0719
O19 1.531 0.177 3.603  -0.1386
O20 1.378 2.344 -2.074  -0.0789
C1 -3.778 -3.046 -0.740  -0.2196
C2 -0.574 -2.272 -3.201  -0.1819
C3 3.005 1.494 -3.831  -0.1638
C4 -2.263 1.733 -4.530  -0.2200
C5 -0.038 0.874 0.619  -0.2071
C6 -0.465 -2.361 3.364  -0.2278
C7 -1.173 -3.631 -3.773  -0.2332
C8 2.412 1.245 3.589  -0.1486
C9 4.411 2.810 0.645  -0.2289
C10 -2.729 1.740 -3.063  -0.2384
C11 3.145 3.654 0.405  -0.2529
C12 3.128 -3.475 -0.985  -0.1765
C13 0.412 -0.403 -0.058  -0.1878
C14 -3.537 0.851 1.667  -0.1293
C15 -0.040 -3.759 3.849  -0.1881
C16 1.602 2.191 -3.517  -0.1654
C17 -0.100 4.702 1.571  -0.1401
C18 3.034 -3.246 2.283  -0.1548
C19 -1.311 2.410 4.420  -0.1944
C20 -4.906 -1.990 -0.524  -0.2370
H1 -0.329 2.673 4.812  0.0723
H2 -5.886 -2.396 -0.776  0.1121
H3 -1.288 0.537 -5.693  0.0732
H4 0.136 4.445 3.443  0.0341
H5 -1.715 -4.202 -3.019  0.0894
H6 3.980 -3.203 1.742  0.0722
H7 -0.696 -1.639 0.913  0.0274
H8 3.256 -3.013 3.324  0.0816
H9 -3.038 2.119 -5.193  0.1190
H10 1.410 -0.084 4.519  0.0854
H11 -0.742 -1.633 4.127  0.1263
H12 -4.209 -0.184 -0.751  0.0121
H13 5.259 3.494 0.677  0.1175
H14 -2.321 -2.408 2.623  0.1068
H15 -4.557 1.601 -2.367  0.0775
H16 0.635 -0.310 -1.121  0.1227
H17 -0.007 -2.513 -2.302  0.0909
H18 3.059 -3.841 -2.009  0.0829
H19 0.050 -4.538 3.092  0.1162
H20 -2.781 -2.714 -0.452  0.0966
H21 -1.373 2.348 -4.407  0.0920
H22 -2.868 0.144 2.156  0.0635
H23 1.628 3.134 -4.062  0.1081
H24 -2.013 -4.233 -5.305  0.0730
H25 3.066 1.329 -4.906  0.1088
H26 3.396 -4.360 -0.408  0.0746
H27 -1.411 -1.091 -1.888  0.0295
H28 2.921 0.505 -3.380  0.1135
H29 0.841 1.506 0.741  0.0970
H30 -1.995 1.205 -2.460  0.0909
H31 -2.833 2.732 -2.624  0.1205
H32 -4.077 -3.845 -0.061  0.1028
H33 -1.483 -4.983 4.253  0.0768
H34 3.404 -5.103 2.574  0.0823
H35 -2.347 3.897 4.962  0.0974
H36 4.336 -2.026 -0.390  0.0667
H37 2.368 1.836 2.674  0.0576
H38 2.284 2.988 0.460  0.0833
H39 0.915 -3.832 4.370  0.1059
H40 -4.543 0.542 1.953  0.0876
H41 3.399 0.789 3.666  0.0889
H42 -0.495 0.553 1.555  0.1104
H43 -1.886 1.779 5.098  0.0939
H44 2.047 2.945 -1.738  0.0282
H45 -5.045 -1.676 0.510  0.0989
H46 -3.327 1.837 2.082  0.0782
H47 3.021 4.429 1.162  0.1249
H48 0.527 4.235 0.811  0.0561
H49 4.309 2.267 1.584  0.1037
H50 -0.622 5.584 1.200  0.0833
H51 4.241 3.036 -3.906  0.0800
H52 -1.104 1.869 3.496  0.0670
H53 -0.392 -4.297 -4.139  0.1040
H54 2.331 -2.551 1.823  0.0648
H55 1.207 -0.804 0.570  0.1063
H56 0.341 -1.842 2.845  0.0778
H57 -0.960 4.071 1.793  0.0660
H58 -0.367 1.930 -0.892  0.0656
H59 2.053 1.897 4.385  0.0833
H60 2.241 -2.890 -0.740  0.0731
H61 0.802 1.654 -4.028  0.1004
H62 3.915 4.715 -1.019  0.1132
H63 -2.521 1.214 0.102  0.0261
H64 0.064 -1.805 -3.951  0.1029
H65 -3.833 -4.505 -2.066  0.0795
H66 4.621 2.294 -1.226  0.0465

Record 6
A molecular structure, C48H63MgN4O7S2Si2, computed with ωB97M-V/def2-TZVPD.

* molecular weight: 952.66 g mol⁻¹
* gap between HOMO and LUMO (alpha / beta): 3.7 / 5.9 eV
* lowest unoccupied orbital energy (alpha / beta): 4.001 / 3.995 eV
* highest occupied orbital energy (alpha / beta): 0.3 / -1.9 eV
* 2S+1: 2
* largest force on an atom: 0.7 eV/A
* relative energy (zero: lowest compared OMol25 entry of this formula, charge and spin): 0.00 kJ/mol
* net charge: -2

Each line ends with the Löwdin spin population.
CARTESIAN COORDINATES (ANGSTROEM)
S1 0.092 0.868 -2.156  0.0003
S2 1.389 -0.675 1.458  0.0033
Si1 1.966 0.255 -2.670  0.0000
Si2 -2.322 3.369 -0.891  0.0001
Mg1 -1.134 0.493 0.319  0.0025
O1 3.263 0.764 -1.779  0.0000
O2 2.415 0.754 -4.209  0.0000
O3 2.765 -0.232 1.531  0.0003
O4 -2.410 -0.981 -0.522  -0.0001
O5 0.889 -1.217 0.205  0.0010
O6 2.110 -1.402 -2.656  0.0000
O7 -2.535 -1.923 2.886  0.0146
N1 -2.549 1.673 -0.744  0.0005
N2 0.303 0.378 1.842  0.0087
N3 -2.547 -1.207 3.956  0.0083
N4 -1.966 1.509 2.186  0.1983
C1 -0.748 -4.008 -1.713  0.0000
C2 -3.833 4.404 -0.395  0.0030
C3 3.269 -2.222 -2.585  0.0000
C4 -1.027 1.773 3.155  0.0328
C5 -0.916 3.889 0.239  0.0011
C6 3.735 2.035 -1.353  0.0000
C7 2.741 0.697 -6.534  0.0000
C8 -3.649 -0.486 4.275  0.0066
C9 -3.503 2.930 3.383  0.0794
C10 -0.217 2.817 5.190  0.0555
C11 2.044 -2.041 3.778  0.0008
C12 -1.480 -0.416 5.928  0.0018
C13 -1.467 -1.160 4.769  -0.0024
C14 -3.390 0.948 -1.507  0.0000
C15 3.791 -2.263 -1.151  0.0000
C16 1.017 2.211 5.013  0.0454
C17 1.261 1.388 3.914  0.0442
C18 -3.701 0.260 5.430  0.0067
C19 -2.547 3.232 4.370  0.2427
C20 0.780 -5.200 5.470  0.0001
C21 4.249 2.814 -2.564  0.0000
C22 2.650 2.827 -0.632  0.0001
C23 1.885 -3.073 4.693  0.0000
C24 0.861 -0.600 -5.517  0.0000
C25 -5.188 0.615 -3.153  0.0000
C26 1.287 -2.030 2.615  0.0004
C27 0.263 -4.100 3.263  -0.0001
C28 0.780 1.904 -5.553  0.0000
C29 0.403 -3.066 2.351  0.0005
C30 -1.311 -4.960 -0.871  0.0000
C31 -5.098 -0.764 -3.055  -0.0001
C32 -1.885 3.940 -2.638  0.0000
C33 2.814 -3.620 -2.998  0.0000
C34 -2.042 -2.319 -0.652  0.0000
C35 -1.103 -2.672 -1.607  0.0000
C36 -1.261 2.630 4.262  0.0268
C37 -3.183 2.085 2.345  0.1156
C38 0.987 -4.110 4.451  0.0003
C39 -4.366 1.444 -2.404  0.0000
C40 4.879 1.734 -0.389  0.0000
C41 -2.611 0.299 6.284  0.0027
C42 0.239 1.161 2.993  0.0571
C43 -3.347 -0.475 -1.443  0.0000
C44 -4.157 -1.307 -2.176  0.0000
C45 -2.235 -4.575 0.092  0.0000
C46 -2.611 -3.243 0.205  0.0000
C47 4.354 -1.740 -3.549  0.0000
C48 1.688 0.682 -5.427  0.0000
H1 -4.053 -2.379 -2.076  0.0000
H2 1.500 -1.474 -5.375  0.0000
H3 0.247 1.896 -6.508  0.0000
H4 -0.623 -1.729 4.422  -0.0002
H5 -0.389 3.467 6.044  0.0006
H6 -4.638 4.342 -1.132  0.0002
H7 -4.224 4.087 0.574  0.0018
H8 4.638 -2.953 -1.075  0.0000
H9 -2.621 0.922 7.167  0.0009
H10 2.065 -3.981 -2.292  0.0000
H11 3.353 1.598 -6.445  0.0000
H12 3.396 -0.172 -6.441  0.0000
H13 3.655 -4.319 -3.001  0.0000
H14 5.659 1.165 -0.904  0.0000
H15 -2.661 -5.310 0.766  0.0000
H16 0.059 1.912 -4.736  0.0000
H17 -3.544 5.457 -0.306  0.0000
H18 -2.763 3.908 5.189  0.0197
H19 0.377 -0.668 -6.496  0.0000
H20 4.692 -0.741 -3.275  0.0000
H21 2.759 -1.249 3.955  0.0001
H22 -3.900 1.869 1.559  0.0062
H23 -0.179 -3.051 1.440  0.0000
H24 -4.464 2.517 -2.510  0.0000
H25 0.090 -0.608 -4.744  0.0000
H26 -0.575 -0.377 6.518  0.0004
H27 -4.588 0.845 5.621  0.0010
H28 5.207 -2.425 -3.526  0.0000
H29 -1.253 4.001 1.272  -0.0006
H30 4.642 3.786 -2.254  0.0000
H31 2.244 0.973 3.740  0.0030
H32 2.994 -2.597 -0.485  0.0000
H33 1.381 2.815 -5.493  0.0000
H34 2.272 0.684 -7.522  0.0000
H35 -2.710 3.832 -3.346  0.0000
H36 2.371 -3.593 -3.996  0.0000
H37 -0.441 -4.897 3.053  0.0000
H38 -0.092 3.169 0.230  0.0004
H39 4.100 -1.272 -0.825  0.0000
H40 -0.014 -4.301 -2.453  0.0000
H41 -0.505 4.848 -0.095  0.0001
H42 -1.609 5.000 -2.602  0.0000
H43 5.045 2.253 -3.060  0.0000
H44 -5.909 1.063 -3.829  0.0000
H45 4.503 1.141 0.446  0.0000
H46 -3.296 -2.900 0.968  0.0000
H47 3.961 -1.702 -4.568  0.0000
H48 1.814 2.394 5.726  0.0030
H49 -4.433 -0.540 3.538  0.0033
H50 1.817 3.050 -1.297  0.0000
H51 2.471 -3.074 5.606  0.0001
H52 -5.732 -1.415 -3.644  0.0000
H53 0.445 -6.123 4.997  0.0000
H54 2.265 2.249 0.209  0.0000
H55 -0.641 -1.899 -2.212  0.0000
H56 1.700 -5.410 6.018  0.0000
H57 5.315 2.660 -0.006  0.0000
H58 -1.016 -5.999 -0.955  0.0000
H59 3.444 2.966 -3.284  0.0000
H60 -1.032 3.370 -3.011  0.0000
H61 0.020 -4.909 6.200  0.0000
H62 -4.496 3.366 3.416  0.0010
H63 3.067 3.765 -0.251  0.0000